No. 1
Entry from OMol25: a 14-piece molecular cluster, C96H218N14O14 overall in a non-equilibrium geometry (ωB97M-V/def2-TZVPD).

Atoms and positions in Å:
1 C -1.0534 -1.9517 -0.5596
2 C -0.1423 -0.7077 -0.3921
3 C -0.1187 -0.0724 -1.7583
4 C 0.1049 1.4324 -1.8887
5 C -0.8053 2.2062 -0.8979
6 C -0.6558 1.6709 0.5772
7 N -0.7929 0.1824 0.5689
8 O -0.9336 -0.3942 1.8010
9 C 0.7172 2.1352 1.1682
10 C -1.7671 2.2651 1.4210
11 C 1.3040 -1.1100 -0.0870
12 H -0.7103 -2.7355 -1.2349
13 H -2.0076 -1.6507 -0.9921
14 H -1.2897 -2.4151 0.3983
15 H 0.7153 -0.3727 -2.3927
16 H -1.0272 -0.2094 -2.3449
17 H -0.0431 1.7884 -2.9083
18 H 1.1275 1.5966 -1.5491
19 H -1.8416 2.1161 -1.2235
20 H -0.5395 3.2621 -0.9484
21 H 0.9863 1.9068 2.1995
22 H 1.5533 1.8258 0.5411
23 H 0.7678 3.2240 1.1692
24 H -2.6153 2.6202 0.8358
25 H -2.1945 1.6692 2.2275
26 H -1.4731 3.2089 1.8803
27 H 1.5313 -1.9555 0.5623
28 H 1.7659 -0.2276 0.3558
29 H 1.9357 -1.2277 -0.9675
30 H -0.0299 -0.2257 2.0777
31 C 6.9765 0.2433 -5.2653
32 C 6.2969 1.5880 -4.7566
33 C 4.8092 1.3284 -5.0070
34 C 3.9919 2.3225 -4.2439
35 C 4.3929 2.1711 -2.7943
36 C 5.8379 2.6110 -2.5236
37 N 6.7423 1.8660 -3.3859
38 O 8.1042 2.1474 -3.1879
39 C 6.0985 4.2108 -2.6999
40 C 6.2068 2.3272 -1.0411
41 C 6.7081 2.6897 -5.6827
42 H 8.0503 0.4059 -5.3581
43 H 6.6590 -0.0349 -6.2703
44 H 6.7606 -0.5779 -4.5819
45 H 4.4665 1.3180 -6.0416
46 H 4.4051 0.3757 -4.6649
47 H 2.9382 2.0835 -4.3882
48 H 3.9958 3.3731 -4.5344
49 H 4.2930 1.1582 -2.4042
50 H 3.7083 2.7352 -2.1609
51 H 5.5895 4.7104 -1.8756
52 H 7.0938 4.6519 -2.6474
53 H 5.6089 4.7140 -3.5337
54 H 5.5148 2.8849 -0.4100
55 H 6.1166 1.3098 -0.6605
56 H 7.2070 2.6835 -0.7947
57 H 6.3933 3.5723 -5.1260
58 H 6.0882 2.8355 -6.5673
59 H 7.7594 2.6733 -5.9703
60 H 8.2288 2.9840 -3.6421
61 C 4.2001 -2.7478 3.3644
62 C 3.4356 -1.4484 3.8100
63 C 1.8983 -1.8597 3.8589
64 C 1.0279 -0.7983 4.4473
65 C 1.4372 -0.6189 5.9110
66 C 2.9905 -0.2030 6.0661
67 N 3.8522 -1.0359 5.2075
68 O 5.2404 -0.7183 5.3084
69 C 3.1130 1.3168 5.7404
70 C 3.4442 -0.4036 7.5521
71 C 3.7162 -0.3203 2.7515
72 H 3.8391 -3.6747 3.8102
73 H 5.2746 -2.6486 3.5186
74 H 4.0786 -2.8604 2.2871
75 H 1.5412 -1.9882 2.8371
76 H 1.7817 -2.7960 4.4045
77 H 0.0322 -1.2059 4.6224
78 H 0.9225 0.1605 3.9398
79 H 0.9518 -1.3727 6.5308
80 H 0.7401 0.1868 6.1411
81 H 2.7208 2.0712 6.4225
82 H 4.1802 1.5383 5.7420
83 H 2.7002 1.5147 4.7511
84 H 4.5025 -0.2269 7.7440
85 H 2.9484 0.2944 8.2266
86 H 3.2513 -1.3996 7.9507
87 H 3.5628 -0.6226 1.7156
88 H 4.7424 0.0469 2.7425
89 H 3.1632 0.6124 2.8629
90 H 5.5289 -1.2332 6.0655
91 C -6.1385 0.4056 -2.7751
92 C -5.4437 1.5590 -2.0396
93 C -6.3966 2.7258 -1.9391
94 C -7.4713 2.4716 -0.9526
95 C -6.8236 2.3071 0.4303
96 C -5.8715 1.0893 0.5377
97 N -4.9803 1.1329 -0.6777
98 O -4.1818 0.0372 -0.7172
99 C -4.9916 1.2786 1.7516
100 C -6.7059 -0.1479 0.5815
101 C -4.2882 1.9890 -2.8724
102 H -6.7570 0.7514 -3.6033
103 H -6.8367 -0.1907 -2.1877
104 H -5.3206 -0.2572 -3.0575
105 H -5.9739 3.6935 -1.6691
106 H -6.9265 2.8382 -2.8850
107 H -7.9886 1.5331 -1.1521
108 H -8.3071 3.1666 -1.0332
109 H -7.6631 2.1517 1.1080
110 H -6.3138 3.2013 0.7888
111 H -4.6009 2.2924 1.8400
112 H -5.5028 1.0915 2.6959
113 H -4.1444 0.5928 1.7441
114 H -7.4523 -0.2198 -0.2096
115 H -6.0620 -1.0084 0.3996
116 H -7.2758 -0.1384 1.5106
117 H -3.9474 2.9641 -2.5243
118 H -4.7279 2.1120 -3.8622
119 H -3.4837 1.2631 -2.7542
120 H -3.3998 0.3120 -0.2328
121 C 8.8072 -2.9854 0.6835
122 C 7.4229 -3.3580 0.0976
123 C 6.5493 -2.1542 0.2931
124 C 5.2977 -2.1167 -0.5679
125 C 5.5341 -2.3611 -2.0417
126 C 6.4062 -3.5893 -2.3087
127 N 7.5390 -3.5490 -1.3877
128 O 8.5185 -4.5130 -1.6891
129 C 5.6583 -4.9433 -2.2216
130 C 6.8970 -3.4447 -3.7786
131 C 6.7554 -4.5429 0.9202
132 H 8.6827 -2.7648 1.7437
133 H 9.1856 -2.1002 0.1722
134 H 9.5126 -3.8007 0.5231
135 H 6.0476 -2.0485 1.2550
136 H 7.1558 -1.2693 0.0999
137 H 4.8072 -1.1557 -0.4130
138 H 4.5970 -2.8844 -0.2395
139 H 5.9628 -1.4425 -2.4425
140 H 4.5583 -2.4712 -2.5147
141 H 4.8790 -5.0721 -1.4705
142 H 5.2000 -5.2549 -3.1602
143 H 6.4022 -5.6792 -1.9163
144 H 7.7550 -2.8111 -4.0030
145 H 7.0795 -4.4383 -4.1880
146 H 6.1798 -2.9818 -4.4564
147 H 5.8843 -4.9555 0.4113
148 H 6.3877 -4.2807 1.9123
149 H 7.5361 -5.2979 1.0132
150 H 9.0163 -4.0960 -2.3963
151 C 2.4754 -4.5270 -4.7025
152 C 1.4545 -3.2823 -4.9129
153 C 2.5130 -2.0443 -4.9538
154 C 1.7901 -0.7743 -5.4606
155 C 1.1179 -0.9455 -6.8329
156 C 0.2381 -2.2151 -6.9849
157 N 0.7698 -3.4422 -6.2592
158 O -0.0166 -4.6007 -6.3839
159 C -1.1838 -1.9470 -6.3578
160 C 0.0550 -2.4094 -8.5368
161 C 0.6315 -3.1480 -3.7041
162 H 3.3689 -4.3504 -5.3014
163 H 2.0600 -5.4523 -5.1018
164 H 2.7987 -4.5763 -3.6628
165 H 2.8482 -1.9306 -3.9229
166 H 3.3895 -2.2128 -5.5794
167 H 2.5808 -0.0574 -5.6821
168 H 1.0787 -0.4260 -4.7119
169 H 1.9394 -1.0530 -7.5412
170 H 0.5196 -0.0727 -7.0945
171 H -1.0255 -1.1818 -5.5979
172 H -1.9001 -1.5761 -7.0910
173 H -1.5635 -2.8239 -5.8334
174 H -0.9184 -2.7909 -8.8451
175 H 0.3055 -1.5371 -9.1404
176 H 0.8131 -3.1470 -8.8002
177 H 0.0199 -2.2462 -3.7322
178 H 1.1579 -3.2013 -2.7511
179 H -0.1807 -3.8595 -3.5551
180 H 0.4183 -5.0989 -7.0798
181 C -4.1860 -0.6646 5.8261
182 C -3.4608 0.4480 6.6537
183 C -3.4365 1.7301 5.6873
184 C -4.7565 2.5816 5.6954
185 C -5.0888 3.0154 7.1775
186 C -5.1907 1.7931 8.1928
187 N -4.1106 0.7249 7.9876
188 O -4.1836 -0.3681 8.8409
189 C -5.1118 2.3170 9.7531
190 C -6.5837 1.2141 8.0085
191 C -1.9574 -0.0017 6.7709
192 H -4.2151 -1.6145 6.3600
193 H -3.5936 -0.7944 4.9204
194 H -5.1645 -0.2876 5.5287
195 H -2.5641 2.3280 5.9512
196 H -3.3418 1.4515 4.6378
197 H -5.6320 2.1246 5.2341
198 H -4.6675 3.5323 5.1697
199 H -5.9816 3.6403 7.1544
200 H -4.2556 3.6200 7.5358
201 H -5.9508 2.9131 10.1122
202 H -4.8920 1.5592 10.5051
203 H -4.2199 2.9432 9.7318
204 H -7.3090 1.9786 8.2873
205 H -6.7363 0.8889 6.9794
206 H -6.5711 0.3033 8.6071
207 H -1.5844 0.7915 7.4188
208 H -1.4396 0.0046 5.8118
209 H -1.6779 -0.9354 7.2590
210 H -3.4429 -0.1718 9.4191
211 C -4.4413 -5.2509 1.5989
212 C -3.9814 -4.5813 2.9826
213 C -4.6877 -5.5150 4.0236
214 C -4.0972 -5.4687 5.4469
215 C -2.6466 -5.8898 5.4180
216 C -1.7508 -5.1204 4.4335
217 N -2.4672 -4.8238 3.1103
218 O -1.5927 -4.4634 2.0597
219 C -1.3764 -3.7051 4.9650
220 C -0.4074 -5.9473 4.2020
221 C -4.3593 -3.0902 3.0859
222 H -3.7874 -4.8423 0.8285
223 H -5.4896 -5.1415 1.3209
224 H -4.2652 -6.3256 1.5525
225 H -5.6632 -5.0487 4.1614
226 H -4.8344 -6.5523 3.7223
227 H -4.6224 -6.1199 6.1457
228 H -4.1051 -4.4506 5.8361
229 H -2.5557 -6.9632 5.2522
230 H -2.2892 -5.6965 6.4295
231 H -0.9601 -3.7399 5.9717
232 H -0.5799 -3.2488 4.3772
233 H -2.2585 -3.0876 5.1346
234 H -0.5963 -6.8591 3.6355
235 H 0.3927 -5.3866 3.7187
236 H 0.0188 -6.2231 5.1666
237 H -4.2982 -2.8770 4.1531
238 H -5.4183 -2.9443 2.8733
239 H -3.7495 -2.4591 2.4393
240 H -1.4319 -3.5267 2.1950
241 C -0.6748 -5.6300 -1.3805
242 C 0.0129 -6.7607 -0.6478
243 C 1.2164 -6.2883 0.1903
244 O 1.9217 -7.3621 0.7653
245 C 2.5504 -8.2828 -0.2110
246 N -1.1081 -7.1784 0.2071
247 H -1.1053 -4.8949 -0.7006
248 H -1.3978 -5.7964 -2.1791
249 H 0.2147 -5.2262 -1.8641
250 H 0.3550 -7.5448 -1.3234
251 H 0.8989 -5.6013 0.9748
252 H 1.9072 -5.7411 -0.4512
253 H 1.8722 -8.9896 -0.6891
254 H 3.2498 -8.8489 0.4041
255 H 3.1413 -7.9071 -1.0463
256 H -1.5324 -6.4792 0.7997
257 H -0.6025 -7.7224 0.8916
258 C -3.5036 -2.7562 -3.5531
259 C -4.3649 -3.7478 -4.3675
260 C -4.5578 -5.1068 -3.6834
261 O -5.2610 -6.0504 -4.4759
262 C -5.3897 -7.3168 -3.8399
263 N -5.6117 -3.0584 -4.7125
264 H -2.4656 -3.0365 -3.3739
265 H -3.9147 -2.5928 -2.5568
266 H -3.4230 -1.8852 -4.2034
267 H -3.7841 -4.0339 -5.2444
268 H -4.8883 -4.9897 -2.6513
269 H -3.5852 -5.5410 -3.4517
270 H -4.4229 -7.7849 -3.6551
271 H -6.0470 -7.9318 -4.4546
272 H -5.8236 -7.2799 -2.8406
273 H -6.1601 -3.9047 -4.7699
274 H -6.0721 -2.6805 -3.8968
275 C 1.7935 5.3052 -2.6097
276 C 1.1975 6.0739 -1.4539
277 C -0.0161 6.8196 -1.8593
278 O 0.1627 7.6650 -2.9703
279 C -1.0579 8.1072 -3.5109
280 N 1.0703 5.1727 -0.3269
281 H 1.6825 5.8862 -3.5253
282 H 1.3034 4.3434 -2.7606
283 H 2.8485 5.0627 -2.4817
284 H 1.9580 6.8121 -1.1996
285 H -0.2346 7.4410 -0.9908
286 H -0.8652 6.1686 -2.0675
287 H -0.8767 8.3714 -4.5528
288 H -1.5112 8.9490 -2.9874
289 H -1.7542 7.2717 -3.5828
290 H 0.3776 4.5169 -0.6589
291 H 0.6008 5.6070 0.4548
292 C -3.0469 7.6451 4.3204
293 C -3.4035 6.7844 3.0981
294 C -2.0590 6.3696 2.3669
295 O -2.0933 5.6911 1.0567
296 C -2.8470 6.3127 0.0319
297 N -4.1471 5.6004 3.5775
298 H -2.3592 7.1678 5.0185
299 H -3.8794 8.1648 4.7948
300 H -2.5161 8.5270 3.9618
301 H -4.0195 7.3245 2.3790
302 H -1.5749 5.6302 3.0049
303 H -1.4074 7.2411 2.3024
304 H -2.5776 7.2959 -0.3539
305 H -3.9099 6.2322 0.2599
306 H -2.6525 5.7701 -0.8932
307 H -4.1779 4.8666 2.8841
308 H -5.1203 5.8706 3.5804
309 C -1.4465 6.4189 -7.9143
310 C -0.3389 5.3808 -7.9370
311 C -0.7025 4.0107 -7.2823
312 O -1.3580 4.2358 -5.9989
313 C -1.6450 3.0286 -5.3490
314 N 0.0706 5.3425 -9.3181
315 H -2.3708 5.9573 -8.2617
316 H -1.2261 7.3602 -8.4179
317 H -1.6692 6.7298 -6.8936
318 H 0.4518 5.9637 -7.4647
319 H 0.2470 3.4845 -7.1843
320 H -1.4315 3.4286 -7.8461
321 H -2.1290 2.3101 -6.0104
322 H -2.2585 3.2016 -4.4648
323 H -0.8014 2.4887 -4.9190
324 H -0.7172 4.8595 -9.7258
325 H 0.1445 6.1903 -9.8621
326 C 3.9961 4.5044 3.6086
327 C 2.7985 4.6490 2.7184
328 C 1.5023 4.9227 3.5161
329 O 1.0591 3.7215 3.8964
330 C 0.0820 3.6736 4.9453
331 N 2.9957 5.7418 1.8568
332 H 3.9425 3.7001 4.3423
333 H 4.1823 5.4528 4.1126
334 H 4.9034 4.3634 3.0213
335 H 2.6731 3.7547 2.1078
336 H 0.8607 5.3233 2.7312
337 H 1.6942 5.5687 4.3728
338 H 0.0705 4.4238 5.7360
339 H 0.1624 2.6900 5.4082
340 H -0.9236 3.6145 4.5290
341 H 2.3410 5.6205 1.0973
342 H 3.7964 5.5705 1.2655

Calculated values
- Relative energy (zero: lowest compared OMol25 entry of this formula, charge and spin): 2.520 eV
- F_max: 0.0800 Eh/bohr
- Charge: 0
- Gap between HOMO and LUMO: 8.20 eV
- Calculated total energy: -152593.083 eV

=====

No. 2
Entry from OMol25: a 2-piece molecular cluster, C4H12NS2 overall in a non-equilibrium geometry (ωB97M-V/def2-TZVPD).

Atoms and positions in Å:
1 N 2.5999 -0.3919 -1.7138
2 C -0.3681 1.5303 1.3405
3 C 0.9312 0.9070 0.8197
4 C -1.0481 1.1439 2.4948
5 S -1.8992 0.0632 0.7392
6 S -1.4132 -0.1271 -1.2487
7 C -1.7577 -1.9295 -1.4180
8 H 3.2615 -0.8963 -1.1474
9 H 2.8028 0.5469 -2.0019
10 H 2.2133 -1.0168 -2.4012
11 H -0.6115 2.4141 0.7527
12 H 1.6544 1.6647 1.1641
13 H 1.0196 -0.1161 1.1645
14 H 1.0150 1.0207 -0.2573
15 H -1.6835 1.7841 3.1121
16 H -1.0424 0.1842 2.9950
17 H -2.3834 -2.0027 -2.3193
18 H -0.8682 -2.5460 -1.4508
19 H -2.4225 -2.2329 -0.6242

Calculated values
- Relative energy (zero: lowest compared OMol25 entry of this formula, charge and spin): 2.152 eV
- F_max: 0.0680 Eh/bohr
- Charge: 0
- Gap between HOMO and LUMO (spin up / spin down): 7.30 / 7.48 eV
- Multiplicity: 2
- <S²>: 0.77
- Calculated total energy: -27499.620 eV

=====

No. 3
Entry from OMol25: C10H10N as an isolated structure in a non-equilibrium geometry (ωB97M-V/def2-TZVPD).

Atoms and positions in Å:
1 C -1.1084 -1.9886 -0.1770
2 C -1.5108 -0.6156 0.0052
3 C 0.9416 -0.2718 1.0881
4 C 0.9522 1.1353 1.7007
5 C 1.6379 -0.4240 -1.0711
6 C 0.2443 -2.0482 -0.1876
7 C -0.1286 0.1667 2.0753
8 C -0.9863 0.2745 0.9677
9 C -1.1201 0.6615 -0.3906
10 C -1.3162 1.5566 -1.4855
11 N 1.0508 -0.8996 -0.0356
12 H -1.8936 -2.6552 -0.3665
13 H 1.6966 1.2948 2.4371
14 H 0.7946 2.1180 1.2163
15 H 1.7929 -1.1047 -1.9377
16 H 2.2516 0.3914 -0.8768
17 H 0.9321 -2.8006 -0.5554
18 H -0.2351 -0.2791 3.0276
19 H -2.1034 1.3006 -2.1739
20 H -0.4345 1.6199 -2.0890
21 H -1.4575 2.5683 -1.1715

Calculated values
- Relative energy (zero: lowest compared OMol25 entry of this formula, charge and spin): 9.874 eV
- F_max: 0.1102 Eh/bohr
- Charge: +1
- Gap between HOMO and LUMO (spin up / spin down): 7.37 / 7.37 eV
- Calculated total energy: -12006.612 eV

=====

> Look up the relative energy (zero: lowest compared OMol25 entry of this formula, charge and spin) of the second one.

2.152 eV

=====

> Which formula does entry 3 have?

C10H10N

=====

> Among the records above, which one has the highest relative energy (zero: lowest compared OMol25 entry of this formula, charge and spin)?

C10H10N